Record 1
Formula: C32H64O24
Source: the Open Molecules 2025 dataset
Level of theory: ωB97M-V/def2-TZVPD

Cartesian coordinates (Å):
C -23.90 15.23 -6.02
C -25.22 15.58 -6.71
O -25.14 16.96 -7.26
C -24.72 17.23 -8.45
O -24.46 16.46 -9.36
O -24.66 18.54 -8.56
C -24.24 19.12 -9.79
H -23.40 16.11 -5.61
H -23.03 14.96 -6.62
H -24.08 14.44 -5.29
H -26.06 15.43 -6.03
H -25.53 14.87 -7.47
H -23.19 18.87 -9.90
H -24.47 20.17 -9.62
H -24.87 18.79 -10.61
C -23.73 13.12 -10.83
C -22.44 13.67 -10.18
O -22.03 14.79 -11.01
C -21.03 15.57 -10.64
O -20.43 15.52 -9.54
O -20.52 16.18 -11.65
C -19.38 16.92 -11.61
H -24.15 12.37 -10.16
H -23.61 12.54 -11.75
H -24.46 13.92 -10.93
H -21.70 12.90 -9.97
H -22.69 14.06 -9.19
H -19.08 17.04 -12.65
H -18.67 16.39 -10.97
H -19.46 17.90 -11.14
C -29.10 16.23 -5.92
C -30.29 16.38 -5.06
O -30.52 17.78 -4.85
C -31.35 18.22 -3.92
O -31.93 17.49 -3.12
O -31.29 19.58 -3.74
C -32.11 20.34 -2.86
H -29.33 16.57 -6.93
H -28.84 15.19 -6.10
H -28.14 16.55 -5.49
H -30.26 15.87 -4.10
H -31.17 15.94 -5.53
H -33.09 19.87 -2.82
H -32.19 21.36 -3.25
H -31.81 20.41 -1.81
C -27.68 10.31 -9.88
C -28.58 11.46 -9.49
O -28.30 12.43 -10.49
C -27.91 13.69 -10.17
O -27.81 14.14 -9.01
O -27.93 14.39 -11.34
C -27.32 15.66 -11.48
H -27.89 9.99 -10.90
H -27.77 9.55 -9.10
H -26.62 10.46 -10.09
H -28.15 11.73 -8.53
H -29.64 11.20 -9.42
H -27.72 16.30 -10.70
H -27.63 16.05 -12.44
H -26.23 15.64 -11.34
C -17.12 7.96 -7.27
C -17.81 8.81 -8.39
O -18.53 9.88 -7.76
C -19.84 9.80 -7.33
O -20.46 8.74 -7.07
O -20.27 11.09 -7.18
C -21.44 11.34 -6.43
H -16.53 7.17 -7.74
H -17.87 7.49 -6.63
H -16.52 8.57 -6.60
H -18.58 8.28 -8.96
H -17.10 9.23 -9.10
H -21.67 12.38 -6.24
H -21.62 10.72 -5.55
H -22.27 11.13 -7.12
C -25.41 28.01 -8.76
C -24.49 27.92 -10.02
O -24.36 26.51 -10.41
C -23.45 25.69 -9.85
O -22.57 26.09 -9.09
O -23.83 24.43 -10.09
C -23.12 23.26 -9.72
H -26.39 27.52 -8.75
H -25.49 29.07 -8.50
H -24.94 27.53 -7.91
H -23.54 28.39 -9.77
H -24.96 28.50 -10.81
H -23.40 22.47 -10.42
H -23.31 22.94 -8.69
H -22.04 23.34 -9.78
C -20.69 24.39 -14.09
C -21.96 23.61 -14.57
O -21.79 22.22 -14.50
C -21.86 21.54 -13.33
O -22.16 21.93 -12.21
O -21.61 20.23 -13.68
C -21.69 19.25 -12.70
H -20.62 25.45 -14.33
H -19.75 23.90 -14.35
H -20.73 24.34 -13.00
H -22.20 23.82 -15.61
H -22.90 23.95 -14.13
H -21.02 18.47 -13.05
H -22.69 18.92 -12.40
H -21.22 19.69 -11.82
C -28.29 13.39 -0.33
C -28.50 13.67 -1.83
O -28.12 15.07 -2.10
C -26.95 15.35 -2.59
O -26.09 14.60 -3.11
O -26.80 16.70 -2.63
C -25.65 17.38 -3.28
H -28.73 14.21 0.22
H -27.28 13.26 0.07
H -28.85 12.48 -0.11
H -29.53 13.41 -2.06
H -28.05 12.90 -2.46
H -25.63 17.17 -4.35
H -24.74 16.95 -2.87
H -25.63 18.44 -3.02

- electronic energy (eV) = -83358.296
- SMILES = CCOC(=O)OC.CCOC(=O)OC.CCOC(=O)OC.CCOC(=O)OC.CCOC(=O)OC.CCOC(=O)OC.CCOC(=O)OC.CCOC(=O)OC
- orbital gap (Eh) = 0.3990
- LUMO level (eV) = 0.4975
- F_max (eV/Å) = 5.62

---

Record 2
Formula: C32H64O29S2
Source: the Open Molecules 2025 dataset
Level of theory: ωB97M-V/def2-TZVPD

Cartesian coordinates (Å):
C 0.24 -4.84 -1.31
C 1.33 -4.35 -0.38
O 0.83 -4.04 0.89
C 1.54 -3.34 1.76
O 2.63 -2.84 1.53
O 0.78 -3.07 2.84
C 1.35 -2.34 3.89
H 0.65 -4.89 -2.32
H -0.59 -4.14 -1.35
H -0.11 -5.77 -0.86
H 1.92 -3.57 -0.87
H 2.12 -5.08 -0.19
H 0.59 -2.14 4.64
H 1.75 -1.40 3.50
H 2.19 -2.82 4.39
C 1.30 -2.17 -4.16
C 2.19 -3.33 -4.12
O 3.11 -3.20 -5.16
C 3.97 -4.17 -5.34
O 4.31 -5.14 -4.66
O 4.53 -3.93 -6.53
C 4.28 -2.82 -7.42
H 0.97 -1.86 -5.16
H 1.77 -1.27 -3.76
H 0.36 -2.35 -3.63
H 1.65 -4.27 -4.03
H 2.64 -3.20 -3.13
H 5.00 -2.95 -8.22
H 4.60 -1.96 -6.82
H 3.26 -2.63 -7.76
C 5.86 -3.25 -1.76
C 5.91 -3.43 -0.24
O 5.82 -2.19 0.44
C 6.85 -1.26 0.48
O 7.93 -1.29 -0.11
O 6.37 -0.33 1.28
C 7.03 0.89 1.56
H 4.87 -3.56 -2.10
H 6.53 -3.98 -2.21
H 6.13 -2.28 -2.18
H 6.80 -3.92 0.15
H 5.04 -4.05 0.00
H 6.41 1.53 2.18
H 7.43 1.32 0.64
H 7.95 0.60 2.08
C -1.72 2.57 3.76
C -0.51 2.98 4.70
O 0.19 1.77 4.96
C 0.34 1.25 6.26
O 0.00 1.74 7.40
O 1.03 0.23 6.04
C 1.33 -0.69 7.07
H -1.25 2.44 2.79
H -2.53 3.29 3.61
H -2.21 1.69 4.18
H -0.80 3.41 5.66
H 0.13 3.69 4.18
H 1.47 -1.74 6.83
H 0.51 -0.60 7.77
H 2.19 -0.42 7.68
C -2.56 0.36 -3.94
C -3.74 -0.66 -4.21
O -5.08 -0.10 -3.95
C -5.84 0.46 -4.98
O -5.46 0.66 -6.13
O -7.15 0.63 -4.56
C -8.13 1.11 -5.46
H -2.56 1.17 -4.67
H -1.58 -0.11 -4.03
H -2.64 0.60 -2.88
H -3.56 -1.59 -3.67
H -3.70 -0.90 -5.28
H -8.76 1.85 -4.97
H -8.73 0.28 -5.82
H -7.84 1.61 -6.39
C 3.54 0.47 -0.97
C 2.50 -0.07 0.04
O 1.42 0.79 0.00
C 0.41 0.97 0.80
O 0.30 0.54 1.98
O -0.66 1.57 0.18
C -0.52 2.33 -0.99
H 4.44 -0.12 -1.09
H 3.83 1.51 -0.82
H 3.06 0.37 -1.95
H 3.01 -0.03 1.00
H 2.21 -1.10 -0.15
H -1.47 2.75 -1.32
H -0.09 1.83 -1.86
H 0.11 3.21 -0.83
C -3.66 -1.16 1.58
C -2.73 -2.01 2.41
O -2.69 -3.29 1.79
C -2.21 -4.40 2.46
O -2.15 -4.56 3.71
O -2.05 -5.34 1.56
C -1.59 -6.62 1.86
H -3.08 -0.84 0.71
H -4.03 -0.37 2.23
H -4.57 -1.54 1.13
H -3.02 -2.14 3.45
H -1.76 -1.50 2.41
H -2.35 -7.23 2.36
H -0.67 -6.49 2.44
H -1.31 -7.15 0.96
C -1.27 8.46 0.42
C -0.27 8.97 1.39
O 0.38 7.82 1.85
S -0.59 6.48 1.81
O -1.00 5.98 3.12
O -0.12 5.49 0.90
O -1.78 7.24 0.93
H -0.67 8.33 -0.48
H -2.12 9.11 0.21
H -0.86 9.42 2.19
H 0.37 9.77 1.00
C -5.42 5.64 0.87
C -4.64 5.14 2.04
O -4.19 3.87 1.87
S -4.96 3.14 0.67
O -6.30 2.68 1.11
O -4.04 2.33 -0.15
O -5.25 4.58 -0.05
H -5.11 6.60 0.46
H -6.47 5.70 1.16
H -5.10 5.20 3.03
H -3.77 5.79 2.19

- electronic energy (eV) = -115262.910
- SMILES = O=S1(=O)OCCO1.O=S1(=O)OCCO1.CCOC(=O)OC.CCOC(=O)OC.CCOC(=O)OC.CCOC(=O)OC.CCOC(=O)OC.CCOC(=O)OC.CCOC(=O)OC
- orbital gap (Eh) = 0.3744
- LUMO level (eV) = 0.0617
- F_max (eV/Å) = 6.12

---

Respective energy relative to the best compared isomer or geometry (same formula, charge and spin) values: 5.2318; 1.5227 eV.
Respective M values: 832.84; 976.97 Da.